20
Properties=species:S:1:pos:R:3:forces:R:3:lowdin_charge:R:1 method="wB97M-V/def2-TZVPD" max_force_ev_per_a=2.3 total_charge=0 e_homo_ev=-8.64 lumo_energy_ev=0.709 smiles=C1CCNC1.O.O
C -0.88370 1.23497 -0.08553 -0.148 -2.287 -0.216 -0.237
N 0.00920 1.92520 0.79216 0.493 0.924 0.565 -0.080
C 1.36385 1.39522 0.73013 -0.108 -0.844 -1.163 -0.218
C 1.34140 0.43716 -0.50750 -0.293 0.780 0.573 -0.173
C -0.11032 -0.06377 -0.53197 0.002 1.082 0.233 -0.170
H -1.77902 0.87932 0.43326 -0.210 0.443 -0.072 0.101
H -1.19255 1.76185 -0.99043 0.093 0.455 0.181 0.102
H -0.29316 2.01087 1.74487 -0.373 0.095 0.038 0.095
H 2.09928 2.18753 0.59454 0.112 -0.034 0.166 0.100
H 1.61933 0.77440 1.59364 0.052 0.248 0.256 0.102
H 2.14196 -0.28510 -0.37610 -0.156 -0.317 -0.351 0.101
H 1.49816 1.02559 -1.41024 0.263 -0.045 -0.096 0.105
H -0.47958 -0.35527 -1.51128 0.250 -0.384 -0.039 0.093
H -0.27320 -0.85674 0.19737 -0.010 -0.149 -0.050 0.093
H -0.80240 -1.29124 3.26229 -0.389 -0.242 0.209 0.043
H -1.31114 -0.29027 2.31558 -0.388 0.164 -0.193 -0.005
O -1.64734 -0.95771 2.92519 0.813 0.096 -0.050 -0.055
H -0.35697 -3.20709 -3.81868 -0.056 -0.096 -0.938 0.022
H -0.85404 -3.27747 -2.43192 -1.014 -0.292 0.923 0.014
O -0.08975 -3.04744 -2.92538 1.066 0.401 0.025 -0.033



20
Properties=species:S:1:pos:R:3:forces:R:3:mulliken_spin:R:1 method="wB97M-V/def2-TZVPD" spin_multiplicity=2 max_force_ev_per_a=2.1 total_charge=+1 e_homo_ev="-14.86 / -14.86" lumo_energy_ev="-3.392 / -8.475"
C 0.47932 0.97931 1.25421 0.963 -0.031 -0.371 0.008
C 1.19641 0.31833 0.06613 0.842 0.392 0.313 -0.009
C 0.51254 -0.92034 -0.59360 -1.976 -0.086 0.607 0.136
C 0.03124 -1.85040 0.53510 -0.231 -0.091 -1.183 0.014
O -0.67756 -0.42990 -1.23781 0.796 -0.032 -0.477 0.012
N 1.55003 1.21105 -0.97282 -0.570 -0.033 -0.467 0.776
H -0.60568 0.91715 1.25201 -0.029 0.136 -0.162 -0.005
H 0.88602 0.50048 2.14293 -0.354 -0.028 0.133 0.000
H 0.86052 2.00106 1.28929 -0.453 0.151 0.170 -0.003
H 2.13749 -0.09903 0.46804 0.139 -0.113 -0.340 0.102
H 1.12924 -1.41712 -1.33993 0.222 0.163 0.054 -0.008
H -0.14131 -2.83745 0.10469 0.217 -0.071 0.074 0.011
H 0.70171 -1.91597 1.36739 0.328 -0.137 0.476 -0.003
H -0.95648 -1.49254 0.81065 0.118 0.123 0.446 -0.001
H -0.80979 0.49909 -1.01466 -0.211 -0.131 -0.070 0.005
H 1.06733 2.09664 -1.10710 0.043 0.228 0.416 -0.018
H 1.95854 0.89735 -1.85410 0.335 -0.326 0.314 -0.020
H -2.55660 0.09818 -0.68180 0.277 0.263 0.025 -0.001
H -3.82926 0.54363 -0.20498 -0.329 0.780 0.329 0.000
O -2.93370 0.90048 -0.28366 -0.129 -1.157 -0.288 0.000



20
Properties=species:S:1:pos:R:3:forces:R:3:mulliken_spin:R:1 method="wB97M-V/def2-TZVPD" spin_multiplicity=2 max_force_ev_per_a=4.2 total_charge=+1 e_homo_ev="-14.24 / -14.24" lumo_energy_ev="-3.424 / -9.616"
C 0.25894 0.35948 0.52979 -1.092 0.109 0.240 0.039
C 0.04698 -0.88038 -0.38321 -0.918 0.995 -3.064 0.029
C 0.79384 -0.77591 -1.77843 -0.902 0.239 1.450 -0.002
O -1.31580 -1.01069 -0.81080 0.412 0.155 1.972 0.128
C -0.23794 0.12375 1.95266 -0.209 -2.398 -1.256 0.001
N 0.74739 -0.77036 2.54799 0.652 2.613 2.742 0.582
H 1.32783 0.44036 0.68242 0.316 0.704 -0.712 -0.011
H -0.23764 1.25712 0.11053 0.639 -0.371 -0.036 0.025
H 0.44471 -1.68992 0.25699 -0.213 -0.611 0.018 0.068
H 1.02102 -1.64553 -2.33973 -0.313 -1.459 0.056 0.004
H 1.72563 -0.36614 -1.58991 2.074 0.989 0.409 0.002
H 0.32374 -0.12723 -2.50671 -0.579 0.265 0.292 0.004
H -1.93530 -0.70611 -0.10476 0.486 -0.476 -0.669 -0.001
H -0.37784 1.14548 2.43339 -0.020 -1.331 0.306 0.082
H -1.15410 -0.62163 2.01441 0.798 2.093 -0.024 0.054
H 0.69749 -0.77610 3.58464 -0.882 -1.067 -0.479 -0.006
H 1.74648 -0.52792 2.47667 -0.172 -0.429 -1.255 0.001
H -2.00988 2.56678 -2.26728 0.275 -0.149 -0.147 0.000
H -0.77415 1.51589 -2.23820 -1.466 3.662 -1.338 -0.001
O -1.09141 2.48905 -2.57048 1.114 -3.533 1.497 0.001



20
Properties=species:S:1:pos:R:3:forces:R:3:mulliken_spin:R:1 method="wB97M-V/def2-TZVPD" spin_multiplicity=2 max_force_ev_per_a=5.2 total_charge=+1 e_homo_ev="-14.21 / -14.21" lumo_energy_ev="-2.806 / -8.642"
C -2.71811 -1.83640 -0.15064 -0.752 -2.215 -2.279 0.039
C -1.26155 -1.90201 0.16794 0.639 0.072 -1.623 0.020
N -0.52629 -0.89195 -0.69593 1.109 1.659 4.017 0.724
C -0.32344 0.39673 -0.05123 -3.625 1.197 1.775 0.028
C 1.08603 0.48889 0.61436 0.633 -1.594 1.893 0.051
O 1.51800 1.75407 0.97605 -0.569 -0.401 -0.654 0.042
H -2.93135 -2.05968 -1.26159 0.671 0.012 1.583 -0.006
H -3.11306 -0.87181 -0.06486 -0.742 1.427 0.864 0.004
H -3.26272 -2.61457 0.40443 0.053 0.622 0.035 -0.005
H -0.77746 -2.81617 -0.17309 -0.410 -0.369 0.556 -0.003
H -1.04380 -1.67703 1.24203 0.115 -0.001 -0.846 0.025
H 0.44998 -1.09663 -0.69273 1.059 -1.732 -1.904 -0.011
H -1.22565 0.51463 0.64897 1.265 -0.225 -0.471 0.014
H -0.50555 1.32356 -0.59730 0.584 -0.098 -0.987 0.063
H 1.23713 -0.25821 1.55433 -0.902 1.343 -2.056 0.014
H 1.72747 0.11286 -0.16176 0.945 0.035 -0.305 0.003
H 0.90735 2.10340 1.62577 -0.037 0.316 0.432 -0.002
H 3.76531 2.92652 -0.45586 0.939 -0.517 2.481 0.000
H 3.78682 3.39773 -1.74032 2.755 2.307 -3.818 0.000
O 3.21088 3.00605 -1.18857 -3.731 -1.838 1.307 0.000



21
Properties=species:S:1:pos:R:3:forces:R:3:lowdin_charge:R:1 method="wB97M-V/def2-TZVPD" max_force_ev_per_a=1.4 total_charge=+1 e_homo_ev=-12.04 lumo_energy_ev=-4.574
C -3.45566 0.19575 -0.19953 -1.257 -0.144 -0.494 0.005
C -1.36095 -0.70346 0.63926 0.791 -1.064 0.432 0.010
C 4.20792 -1.16477 0.10868 0.309 -0.098 0.092 -0.156
C -1.66837 1.63536 0.41081 0.328 0.325 0.002 0.203
N -2.13095 0.45960 0.28916 0.288 0.784 0.096 -0.203
O 1.41238 1.36097 -0.41839 -0.697 0.076 -0.017 -0.384
O 3.11750 -0.34650 -0.26765 -0.545 0.463 0.007 -0.479
P 2.82450 1.14682 0.37244 0.605 -0.575 0.079 0.813
H -3.98716 -0.46489 0.48644 0.137 0.062 0.060 0.120
H -4.02153 1.11697 -0.32055 0.107 -0.002 0.059 0.111
H -3.39692 -0.30747 -1.16554 0.118 0.002 0.045 0.121
H -1.43779 -1.45520 -0.14729 -0.035 0.163 -0.039 0.120
H -0.31477 -0.44814 0.79530 -0.067 0.104 -0.080 0.096
H -1.75795 -1.14450 1.55644 -0.084 0.111 -0.070 0.124
H 4.42678 -1.08858 1.17560 -0.040 -0.019 0.034 0.079
H 5.09935 -0.88798 -0.45680 0.016 -0.047 0.018 0.087
H 3.92562 -2.18777 -0.13428 0.117 0.024 0.050 0.087
H -2.26306 2.49956 0.14891 -0.234 -0.103 -0.040 0.132
H -0.65145 1.79838 0.74775 0.033 -0.212 -0.003 0.106
H 1.47087 1.02300 -1.31983 0.032 0.072 -0.206 0.057
H 3.66081 1.89096 -0.50715 0.078 0.076 -0.026 -0.046



21
Properties=species:S:1:pos:R:3:forces:R:3:lowdin_charge:R:1 method="wB97M-V/def2-TZVPD" max_force_ev_per_a=4.5 total_charge=0 e_homo_ev=-8.17 lumo_energy_ev=0.510 smiles="C=CC(=C)N.O.O.O"
N 1.24694 0.45701 -0.14249 0.011 -0.365 2.306 0.058
C 0.15202 -0.12888 0.58113 -1.036 -0.387 -1.424 -0.394
C -0.28660 -0.07700 1.88879 0.463 -0.679 -3.392 0.019
C -1.22292 -2.12705 -0.03774 0.721 0.666 0.093 0.027
C -0.68711 -0.94739 -0.40756 0.378 -1.968 3.965 -0.122
H 1.29412 0.35852 -1.16647 -0.424 0.384 1.377 0.092
H 1.88971 1.13363 0.32325 -1.060 -0.957 -0.787 0.125
H -1.13963 -0.72839 2.15730 0.764 0.943 0.084 0.065
H 0.25364 0.57964 2.48141 0.576 0.793 1.860 0.022
H -1.65565 -2.84506 -0.71435 -0.484 0.308 -0.296 0.050
H -1.16800 -2.47038 0.99952 0.370 0.019 -0.398 0.057
H -0.86837 -0.51752 -1.30900 -0.099 0.980 -2.816 0.051
H -2.41941 2.94486 -0.02090 2.080 -2.404 -0.307 0.115
H -1.65197 1.55910 0.35703 -0.154 -0.957 1.343 -0.016
O -1.68543 2.25750 -0.26687 -2.291 3.703 -0.547 -0.086
H 2.36404 -1.32597 0.15244 -1.429 2.204 -0.452 -0.076
H 2.61160 -2.26507 1.36968 0.499 0.609 -2.754 0.091
O 2.83471 -2.08456 0.38272 0.997 -2.876 3.254 -0.083
H 0.50375 1.83433 -2.82457 0.316 0.250 -0.602 0.026
H -0.27810 2.67999 -1.71520 0.478 -3.415 -1.064 0.112
O -0.08732 1.71267 -2.08812 -0.674 3.149 0.557 -0.132



21
Properties=species:S:1:pos:R:3:forces:R:3:lowdin_charge:R:1 method="wB97M-V/def2-TZVPD" max_force_ev_per_a=10.4 total_charge=0 e_homo_ev=-9.34 lumo_energy_ev=0.739 smiles="CCCC(N)=O.O.O"
C -2.31424 1.52276 -0.62378 -0.592 2.004 2.515 -0.123
C -1.23490 0.57031 -0.15840 0.057 -0.664 1.295 -0.237
C -0.66391 1.03776 1.28360 0.965 -1.420 -2.863 -0.092
C 0.63231 0.28789 1.40917 1.127 -2.029 0.165 -0.503
N 1.94798 0.77641 1.49046 -1.595 0.506 0.110 0.147
O 0.55145 -0.92786 1.31822 -0.595 0.083 0.812 -0.004
H -2.48576 2.23397 0.27901 0.705 -0.296 -1.550 0.085
H -3.27842 1.06139 -0.43922 -0.470 -0.276 -1.600 0.060
H -2.10022 2.18155 -1.51779 -0.658 -1.245 0.871 0.095
H -1.58224 -0.49730 -0.01112 0.091 1.305 -0.049 0.121
H -0.47896 0.45082 -0.90962 0.820 0.284 -0.192 0.085
H -0.47507 2.04760 1.33156 0.138 2.602 -0.270 0.072
H -1.46127 0.82272 1.94808 -0.150 -0.647 1.136 0.110
H 2.16144 1.74580 1.25783 0.188 -0.720 0.293 0.097
H 2.64274 0.01239 1.53450 -0.617 1.049 -0.357 0.118
H 0.24171 -1.99781 -2.73751 1.398 1.252 -1.206 0.080
H 1.68772 -1.87325 -2.49412 1.217 -0.141 0.322 -0.007
O 1.05541 -1.50633 -3.09877 -2.563 -1.159 0.892 -0.076
H 1.88924 -3.28129 0.46927 -2.087 -8.592 4.170 -0.076
H 1.29717 -2.12318 -0.41359 -1.462 -0.228 0.246 0.004
O 1.96782 -2.54434 0.08221 4.084 8.333 -4.742 0.045



21
Properties=species:S:1:pos:R:3:forces:R:3:lowdin_charge:R:1 method="wB97M-V/def2-TZVPD" max_force_ev_per_a=1.6 total_charge=0 e_homo_ev=-9.34 lumo_energy_ev=0.612 smiles="CCNCC=O.O.O"
C -1.17326 2.27636 -0.99223 -1.026 -0.205 0.465 -0.076
C -1.70455 1.12387 -0.09222 0.094 -0.249 -1.340 -0.275
N -0.89977 -0.12679 -0.07031 0.346 0.517 1.231 -0.068
C -0.98104 -0.68679 1.30566 0.278 -0.136 -0.015 -0.192
C -0.64465 -2.16716 1.06713 0.594 0.278 -1.121 -0.195
O 0.44759 -2.58812 0.73125 -0.364 0.569 0.957 0.021
H -0.14431 2.18952 -1.30906 0.297 -0.203 0.029 0.055
H -1.28610 3.16395 -0.36457 0.199 0.229 -0.482 0.064
H -1.81509 2.38595 -1.88321 0.438 0.016 0.336 0.073
H -2.67524 0.81011 -0.51881 0.153 0.302 0.523 0.109
H -1.87269 1.53223 0.91323 0.147 -0.280 -0.101 0.096
H 0.08248 -0.03040 -0.36701 -0.666 0.229 0.204 0.104
H -0.34160 -0.20444 2.11342 -0.407 -0.448 -1.030 0.135
H -2.04024 -0.53762 1.60516 0.656 -0.545 0.022 0.112
H -1.46570 -2.85999 0.91942 -0.736 -0.189 0.370 0.116
H 2.82897 -0.16512 -0.74209 0.045 -0.694 -0.806 -0.031
H 2.64831 1.23879 -0.85446 0.037 0.432 -0.886 0.029
O 2.72792 0.48957 -1.47004 -0.216 0.664 1.433 -0.106
H 2.19433 -1.99735 0.57245 0.386 0.190 -0.636 0.028
H 3.15604 -2.22596 -0.64206 -0.115 -0.104 0.059 0.066
O 2.95857 -1.62063 0.07838 -0.138 -0.375 0.789 -0.066



21
Properties=species:S:1:pos:R:3:forces:R:3:lowdin_charge:R:1 method="wB97M-V/def2-TZVPD" max_force_ev_per_a=1.8 total_charge=0 e_homo_ev=-9.23 lumo_energy_ev=0.568 smiles=C[C@@H](O)CNCO.O
C -0.16625 -0.12297 1.52484 -1.103 -0.026 -0.239 -0.181
C -0.35281 -1.10577 0.34351 -0.756 0.732 -0.419 -0.391
C -0.68418 -2.51452 0.75754 1.601 -0.648 0.655 -0.049
O -1.48625 -0.65672 -0.45347 -0.016 0.361 0.756 -0.055
N 0.53585 1.12089 1.28430 0.426 -0.070 -0.319 -0.049
C -0.02442 2.18236 0.46054 0.164 -0.764 1.114 -0.286
O -0.16830 1.88425 -0.90581 -0.119 -0.010 -0.148 -0.047
H 0.28175 -0.63699 2.37597 0.220 -0.014 -0.099 0.116
H -1.19203 0.11829 1.82886 0.056 0.073 0.153 0.131
H 0.53102 -1.01451 -0.28728 0.206 -0.431 0.049 0.112
H -0.42332 -3.27728 0.02184 -0.329 0.285 -0.410 0.079
H -1.71732 -2.64231 1.05488 -0.106 0.174 0.123 0.087
H 0.00241 -2.76882 1.57858 -0.449 -0.066 0.200 0.081
H -1.21225 -0.53822 -1.35058 0.255 -0.204 -0.902 0.071
H 1.48221 0.92690 0.98513 0.166 0.080 0.083 0.106
H -0.97971 2.43369 0.92597 -0.134 0.183 -0.165 0.123
H 0.66647 3.01437 0.56660 -0.098 0.155 -0.266 0.119
H -0.91500 1.27181 -0.94445 0.017 0.113 -0.084 0.054
H 1.79757 -0.17306 -1.60724 -0.014 0.271 -0.025 -0.004
H 1.85455 -1.37081 -2.54206 0.146 0.223 -0.061 0.038
O 2.09970 -0.43684 -2.48146 -0.133 -0.417 0.005 -0.053



20
Properties=species:S:1:pos:R:3:forces:R:3:lowdin_charge:R:1 method="wB97M-V/def2-TZVPD" max_force_ev_per_a=0.8 total_charge=0 e_homo_ev=-8.57 lumo_energy_ev=0.816 smiles=CN[C@@H](C)CS.O
C 1.71012 -0.85036 -0.69594 0.319 -0.036 -0.200 -0.138
N 0.77293 0.10096 -0.14820 0.023 0.178 0.060 -0.110
C -0.20994 -0.46365 0.76858 0.130 0.481 -0.102 -0.489
C -1.52008 0.32421 0.62984 -0.163 -0.191 0.287 -0.526
S -3.01563 -0.71605 0.64323 -0.127 0.077 0.096 0.690
C 0.26636 -0.47398 2.22346 -0.731 -0.231 -0.267 -0.055
H 2.14794 -1.54433 0.03821 -0.008 0.054 0.005 0.074
H 2.52780 -0.30063 -1.17086 -0.074 -0.135 0.027 0.080
H 1.22393 -1.44215 -1.47531 0.019 -0.043 0.037 0.078
H 1.25972 0.88617 0.25984 -0.021 0.034 0.098 0.106
H -0.38633 -1.45590 0.36456 -0.053 -0.368 0.296 0.108
H -1.42926 0.91439 -0.27416 -0.309 0.084 -0.108 0.061
H -1.70073 0.96684 1.49827 0.258 0.171 -0.234 0.062
H -2.50524 -1.80860 0.07037 0.084 -0.018 -0.159 -0.160
H -0.56967 -0.69459 2.89384 0.100 -0.157 -0.023 0.078
H 0.60289 0.52813 2.46833 0.243 0.160 0.107 0.077
H 1.05133 -1.19869 2.38718 0.305 -0.075 0.102 0.068
H -0.86096 2.43645 -3.38602 0.596 -0.202 0.116 0.041
H 0.57712 2.63785 -3.87242 -0.010 -0.002 -0.003 0.026
O 0.05769 2.15393 -3.22282 -0.582 0.221 -0.135 -0.072



20
Properties=species:S:1:pos:R:3:forces:R:3:lowdin_charge:R:1 method="wB97M-V/def2-TZVPD" max_force_ev_per_a=3.0 total_charge=0 e_homo_ev=-8.99 lumo_energy_ev=0.734 smiles=NCCCCS.O
C 0.15569 1.30362 1.06274 -0.190 1.681 -0.489 -0.248
C -0.53855 1.17970 -0.30619 -0.585 -2.050 0.805 -0.256
C -1.21039 -0.28290 -0.31204 -1.422 0.088 -0.287 -0.439
S -2.85534 -0.50704 0.77814 1.406 0.780 -0.956 0.591
C 1.46913 0.47003 1.09297 0.614 0.057 2.301 -0.324
N 2.25591 0.60177 -0.13333 2.806 -0.875 0.699 -0.049
H -0.61494 1.01598 1.84006 1.267 0.353 -0.558 0.087
H 0.41392 2.42562 1.18609 -0.219 -1.747 0.217 0.127
H 0.18855 1.31642 -1.12381 -0.292 -0.585 0.247 0.089
H -1.34604 1.90053 -0.54430 0.308 -0.345 0.696 0.106
H -0.77295 -1.26204 0.00030 0.842 1.488 -0.299 0.049
H -1.53166 -0.42028 -1.35230 -0.413 -0.308 0.361 0.049
H -2.27982 -0.33453 1.98946 -0.034 -0.096 -0.356 -0.190
H 1.32158 -0.67386 1.22283 -0.148 1.926 0.007 0.116
H 2.04399 0.85064 2.09911 -1.121 -0.967 -2.257 0.133
H 3.29203 0.36732 0.09351 -2.490 0.472 -0.696 0.112
H 2.28264 1.47407 -0.65193 -0.352 0.142 0.632 0.059
H 2.59585 -2.45593 -1.86836 0.415 0.922 -0.447 0.043
H 2.32270 -2.11566 -3.31293 0.751 0.649 0.752 0.048
O 2.84036 -1.77633 -2.53993 -1.143 -1.584 -0.371 -0.102



20
Properties=species:S:1:pos:R:3:forces:R:3:lowdin_charge:R:1 method="wB97M-V/def2-TZVPD" max_force_ev_per_a=6.1 total_charge=0 e_homo_ev=-8.45 lumo_energy_ev=0.834 smiles=CNCCCS.O
C -0.73411 -1.35175 0.61512 -5.435 1.331 -2.411 -0.282
C 0.63829 -1.65985 0.88564 3.336 -0.340 -0.444 -0.552
S 1.66223 -2.44588 -0.51252 -0.395 0.674 1.025 0.665
C -0.93232 0.09702 -0.07317 1.125 -0.382 2.181 -0.251
N -1.06006 1.31300 0.71447 1.294 0.472 0.397 -0.125
C 0.15662 1.74642 1.43746 -0.524 0.175 0.670 -0.136
H -1.44285 -1.96449 -0.19300 2.193 0.525 2.478 0.157
H -1.29362 -1.22138 1.56447 0.077 -0.637 -0.408 0.111
H 0.88938 -2.27053 1.75065 -0.451 0.022 0.045 0.063
H 1.04637 -0.65089 1.02804 0.675 -0.553 0.266 0.042
H 0.61804 -2.58990 -1.29802 -0.443 -0.166 -0.523 -0.189
H -0.08035 0.23345 -0.70724 0.465 0.148 -0.767 0.098
H -1.80952 0.05472 -0.61432 -1.749 -0.244 -1.512 0.073
H -1.90453 1.43304 1.26246 0.189 -0.349 -0.178 0.104
H 0.17073 2.85398 1.68436 -0.262 -1.290 -0.410 0.090
H 1.03357 1.52630 0.82024 -0.146 0.171 -0.035 0.069
H 0.29188 1.18087 2.39116 0.068 0.424 -0.407 0.074
H -0.79974 3.03031 -2.27349 0.195 -0.577 0.102 0.014
H -1.16821 4.34341 -2.90885 -0.060 -0.021 0.303 0.037
O -1.18716 3.87414 -2.06222 -0.151 0.616 -0.372 -0.061